Entry 1:
Here is a molecular structure, C33H43F3N4O4S5Si2Zr from the OMol25 dataset. Energies are from ωB97M-V/def2-TZVPD.

Geometry (Å):
Zr -0.5907 -2.5216 -0.6029
S -1.4169 0.0312 1.1789
C -0.8935 1.3809 0.4005
N -0.4536 2.5036 0.9949
C 0.0596 3.6089 0.2052
C -0.8610 3.8140 -0.9667
N -0.9153 2.5697 -1.7294
C -0.8789 2.7265 -3.1914
C 0.4920 3.1687 -3.6426
C 1.5744 2.2975 -3.5292
C 2.8444 2.7171 -3.8884
C 3.0474 4.0034 -4.3727
C 1.9735 4.8705 -4.4982
C 0.7009 4.4532 -4.1300
C -0.8833 1.3836 -1.1269
S -0.8956 -0.0416 -1.9940
C -0.4979 2.6911 2.4441
C -1.3784 3.8583 2.8130
C -0.8750 4.9454 3.5143
C -1.6982 6.0162 3.8405
C -3.0304 6.0063 3.4601
C -3.5415 4.9206 2.7586
C -2.7205 3.8519 2.4387
H 1.0746 3.3962 -0.1478
H 0.0899 4.4963 0.8347
H -0.4772 4.5900 -1.6267
H -1.8628 4.0952 -0.6300
H -1.6317 3.4714 -3.4561
H -1.1631 1.7801 -3.6408
H 1.4201 1.2897 -3.1629
H 3.6788 2.0339 -3.7924
H 4.0411 4.3255 -4.6557
H 2.1237 5.8715 -4.8809
H -0.1400 5.1310 -4.2313
H 0.5193 2.8364 2.8159
H -0.8758 1.7684 2.8782
H 0.1681 4.9535 3.8107
H -1.2964 6.8578 4.3895
H -3.6736 6.8394 3.7117
H -4.5844 4.9050 2.4696
H -3.1218 2.9983 1.9023
C 2.3132 0.0285 -0.4839
Si 2.2037 -1.0435 1.0649
C 2.1017 0.0835 2.5791
C 3.8085 -2.0348 1.1984
N 0.7649 -2.0162 0.9486
C 0.4742 -3.0174 1.9015
C 1.3931 -3.4883 2.8464
C 1.0617 -4.4863 3.7454
C -0.1954 -5.0729 3.7068
C -1.1224 -4.6355 2.7790
C -0.8244 -3.5934 1.8972
N -1.7718 -3.0829 0.9852
Si -3.4949 -3.1297 1.2874
C -4.2294 -4.8505 1.0408
C -4.3309 -1.9077 0.1241
C -3.7899 -2.5521 3.0540
H 1.8644 1.0144 -0.3305
H 1.8367 -0.4228 -1.3562
H 3.3659 0.1849 -0.7364
H 2.5773 1.0487 2.3791
H 2.5984 -0.3507 3.4488
H 1.0591 0.2606 2.8480
H 4.5941 -1.5407 0.6206
H 3.7059 -3.0511 0.8192
H 4.1549 -2.0985 2.2318
H 2.3836 -3.0624 2.8860
H 1.7946 -4.8130 4.4722
H -0.4555 -5.8666 4.3950
H -2.1015 -5.0953 2.7368
H -3.4578 -5.5825 0.7965
H -4.9481 -4.8535 0.2202
H -4.7452 -5.1935 1.9411
H -3.6503 -1.1437 -0.2547
H -5.1283 -1.3937 0.6682
H -4.7758 -2.4037 -0.7387
H -3.3861 -3.2328 3.8037
H -4.8657 -2.4599 3.2282
H -3.3391 -1.5697 3.2164
F -1.4074 -4.5142 -1.5145
C -2.3411 -4.1271 -2.6272
F -2.2044 -2.4931 -2.1190
F -3.4876 -4.3885 -2.0567
S 1.4466 -3.8204 -2.2237
O 1.3104 -4.8246 -3.2150
O 0.7116 -2.5490 -2.4565
O 1.1130 -4.1680 -0.8291
C 5.5838 -1.0837 -4.3616
O 4.9836 -1.8154 -3.2882
C 3.8016 -2.3953 -3.5173
S 2.9199 -2.2910 -4.8636
S 3.4641 -3.2823 -2.0193
H 6.5043 -0.6830 -3.9493
H 4.9204 -0.2870 -4.6941
H 5.7876 -1.7480 -5.1999

Atoms 1-3, force components in eV/Å:
Zr -0.1 0.0 0.7
S -0.2 0.2 -0.1
C 0.0 -0.1 -0.1

energy relative to the best compared isomer or geometry (same formula, charge and spin) = 72.2 kcal/mol
highest occupied orbital energy = -0.261 hartree
Kohn-Sham gap = 5.94 eV
charge = 0


Entry 2:
Here is 6 unconnected molecules or ions with the total composition C33H43NO13 from the OMol25 dataset. Energies are from ωB97M-V/def2-TZVPD.

Geometry (Å):
C -4.8238 0.8197 0.7622
O -3.9988 -0.3589 0.8233
C -4.5736 -1.4666 1.5355
C -3.5391 -2.6555 1.9840
N -2.7141 -2.2278 3.2289
C -1.9609 -3.3621 3.8484
C -1.3227 -4.4602 2.9578
O -0.0068 -4.2572 2.7018
C 0.2344 -3.1111 1.9471
H -5.2333 0.9854 1.7587
H -5.5251 0.9328 -0.0646
H -4.1752 1.6543 0.4961
H -5.2787 -1.8307 0.7882
H -5.1199 -1.0728 2.3926
H -2.8060 -2.5544 1.1837
H -4.0918 -3.5948 1.9974
H -3.2056 -1.6651 3.9085
H -2.6106 -3.7498 4.6330
H -1.1404 -3.0261 4.4824
H -1.8543 -4.6589 2.0272
H -1.5369 -5.3423 3.5612
H 1.2615 -3.0082 1.5971
H -0.0540 -2.1746 2.4245
H -0.3319 -3.3401 1.0443
C 5.3378 1.1716 -4.1682
C 4.4895 0.9286 -3.0184
C 4.2504 -0.3653 -2.5336
C 4.6651 -1.4279 -3.2626
C 5.4877 -1.2507 -4.3247
C 5.8590 0.0243 -4.7896
O 6.6758 0.0577 -5.9060
O 3.3649 -0.6136 -1.5249
H 5.4736 2.1187 -4.6691
H 3.8676 1.7372 -2.6637
H 4.3232 -2.4427 -3.1224
H 5.9350 -2.0305 -4.9232
H 6.8499 0.8454 -6.4263
H 3.2445 0.0660 -0.8576
C 1.9661 3.0333 -4.8123
C 1.2837 2.9653 -3.6218
C 0.6325 4.0435 -3.2128
C 0.4951 5.2222 -3.9116
C 1.1826 5.3060 -5.1630
C 1.8538 4.1630 -5.6054
O 2.4392 4.1434 -6.8903
O -0.0587 4.0157 -2.0256
H 2.4877 2.1411 -5.1258
H 1.1412 2.1011 -2.9900
H 0.0865 6.1491 -3.5369
H 1.2783 6.1787 -5.7920
H 2.5572 5.0568 -7.1612
H -0.8513 4.5243 -2.2117
C -1.0258 0.2338 -3.7434
C -0.1788 -0.8279 -4.1347
C -0.2345 -2.0189 -3.3194
C -0.9322 -2.0164 -2.1802
C -1.9401 -1.0281 -1.9473
C -1.9146 0.0846 -2.6416
O -2.8321 0.9964 -2.3298
O 0.4573 -3.1574 -3.6276
H -1.0598 1.0892 -4.4019
H 0.5036 -0.8199 -4.9717
H -0.9623 -2.8524 -1.4971
H -2.4811 -0.9862 -1.0135
H -3.2804 0.4042 -1.7216
H -0.0107 -3.8873 -3.2157
C 1.8780 1.6033 1.9286
C 1.2610 1.0276 2.9869
C 0.0249 0.4178 2.8039
C -0.5219 0.2615 1.5382
C 0.1400 0.7354 0.3336
C 1.2665 1.4635 0.6475
O 1.8122 2.0597 -0.3883
O -0.6106 -0.0297 3.8633
H 2.8373 2.0916 2.0156
H 1.7583 1.0413 3.9455
H -1.5461 0.1148 1.2287
H -0.3060 0.5943 -0.6398
H 1.0975 2.4708 -0.8800
H -1.2821 -0.7155 3.8828
C -2.1121 -0.0386 7.3342
C -0.6495 -0.2702 7.3390
O -0.4908 -0.8669 8.6395
C -1.3910 -0.5798 9.3677
O -1.3969 -0.8218 10.5687
O -2.3757 -0.0399 8.7372
H -2.7672 -0.7804 6.8774
H -2.2331 1.0086 7.0569
H -0.1075 0.6675 7.2154
H -0.3041 -0.9661 6.5745

Atoms 1-3, force components in eV/Å:
C 1.3 0.0 0.2
O 0.4 0.2 0.3
C 0.4 -0.5 -0.3

expectation value of S² = 0.758
highest occupied orbital energy (spin up / spin down) = 0.011 / -0.152 hartree
Kohn-Sham gap (spin up / spin down) = 1.65 / 6.01 eV
2S+1 = 2
charge = -1


Taking the records one at a time from the top gives max |F| values of 0.7; 10.5 eV/Å.
Taking the records one at a time from the top gives total energy values of -4720.04141; -2315.87225 Eh.